1.
Below is the molecule C3H5NOS2 in a non-equilibrium geometry, with properties calculated with ωB97M-V/def2-TZVPD.

CARTESIAN COORDINATES (ANGSTROEM)
C 1.471 -0.769 0.467
C -0.427 0.255 -0.606
C -0.720 0.889 -1.814
H 0.983 -1.732 0.558
H 2.627 -1.018 0.210
H 1.574 -0.020 1.369
H 0.307 1.091 -2.316
H -2.348 0.117 2.618
N -1.158 0.241 0.542
O 0.901 -0.123 -0.713
S -2.201 1.008 -2.524
S -1.009 0.060 2.208

For the electronic energy, the calculation gives -1043.55266 Ha. The calculation puts the maximum force at 7.70 eV Å⁻¹. The SMILES is CO/C(C=S)=N\S. The calculation puts the HOMO-LUMO gap at 7.277 eV. Its energy above the lowest of the compared OMol25 structures with the same formula, charge and spin is 358.57 kJ/mol. Its multiplicity is 1. Its charge is 0.

2.
Below is a cluster of 2 separate species, C3H5NOS2 in total in a non-equilibrium geometry, with properties calculated with ωB97M-V/def2-TZVPD.

CARTESIAN COORDINATES (ANGSTROEM)
C -0.345 0.169 0.630
C -0.802 -1.257 1.154
C 0.755 -0.010 -0.201
H -2.881 -0.343 0.062
H 0.022 0.699 1.584
H -1.956 -1.331 1.310
H -0.378 -1.299 2.202
H 1.094 -1.820 -1.193
N 0.747 -1.327 -0.423
O -0.261 -2.108 0.070
S -1.747 1.195 0.128
S 1.954 1.107 -0.820

For the electronic energy, the calculation gives -1043.49053 Ha. The calculation puts the maximum force at 7.05 eV Å⁻¹. The calculation puts the HOMO-LUMO gap at 7.546 eV. Its energy above the lowest of the compared OMol25 structures with the same formula, charge and spin is 521.68 kJ/mol. Its multiplicity is 1. Its charge is 0.

3.
Below is the molecule C3H5NOS2 in a non-equilibrium geometry, with properties calculated with ωB97M-V/def2-TZVPD.

CARTESIAN COORDINATES (ANGSTROEM)
C -1.078 0.082 -1.864
C -1.085 0.870 -0.555
C 1.140 -0.751 1.880
H -0.487 0.553 -2.739
H -1.447 1.854 -0.587
H -1.483 0.322 0.245
H 1.538 -0.859 -0.278
H 0.671 0.055 2.391
N 1.168 -0.260 0.560
O -1.512 -1.037 -1.750
S 0.627 1.206 0.099
S 1.948 -2.035 2.600

For the electronic energy, the calculation gives -1043.61557 Ha. The calculation puts the maximum force at 4.66 eV Å⁻¹. The SMILES is O=CCSNC=S. The calculation puts the HOMO-LUMO gap at 8.887 eV. Its energy above the lowest of the compared OMol25 structures with the same formula, charge and spin is 193.39 kJ/mol. Its multiplicity is 1. Its charge is 0.

4.
Below is the molecule C3H5NOS2 in a non-equilibrium geometry, with properties calculated with ωB97M-V/def2-TZVPD.

CARTESIAN COORDINATES (ANGSTROEM)
C 1.556 -0.280 -0.005
C 0.387 -1.007 0.585
C -2.859 0.699 -0.078
H 0.090 1.614 0.701
H -0.005 -0.599 1.560
H 0.536 -2.162 0.680
H -3.384 1.448 0.705
H -3.245 0.291 -0.951
N -1.753 0.364 0.521
O 2.701 -0.737 -0.039
S 1.168 1.440 -0.167
S -1.032 -1.047 -0.398

For the electronic energy, the calculation gives -1043.59074 Ha. The calculation puts the maximum force at 6.95 eV Å⁻¹. The SMILES is C=NSCC(=O)S. The calculation puts the HOMO-LUMO gap at 9.338 eV. Its energy above the lowest of the compared OMol25 structures with the same formula, charge and spin is 258.60 kJ/mol. Its multiplicity is 1. Its charge is 0.

5.
Below is the molecule C3H5NOS3 in a non-equilibrium geometry, with properties calculated with ωB97M-V/def2-TZVPD.

CARTESIAN COORDINATES (ANGSTROEM)
C -2.412 -0.600 -0.391
C 0.311 -0.740 0.410
C 1.679 -0.454 0.076
H -2.664 -1.572 0.048
H -2.401 0.068 0.496
H -3.157 -0.347 -1.166
H 2.847 1.223 -0.101
H 0.798 2.504 -0.378
N 1.888 0.940 -0.098
O 1.103 1.950 0.468
S -0.683 -0.548 -1.037
S -0.056 -0.865 2.001
S 2.746 -1.558 -0.328

For the electronic energy, the calculation gives -1441.76915 Ha. The calculation puts the maximum force at 3.48 eV Å⁻¹. The SMILES is CSC(=S)C(=S)NO. The calculation puts the HOMO-LUMO gap at 8.244 eV. Its energy above the lowest of the compared OMol25 structures with the same formula, charge and spin is 261.78 kJ/mol. Its multiplicity is 1. Its charge is 0.

6.
Below is the molecule C3H5NOS3 in a non-equilibrium geometry, with properties calculated with ωB97M-V/def2-TZVPD.

CARTESIAN COORDINATES (ANGSTROEM)
C -2.264 -1.254 0.750
C 0.020 0.057 -0.246
C -0.211 1.058 0.851
H -2.988 -0.477 1.031
H -1.510 -1.314 1.549
H -2.723 -2.252 0.547
H 2.801 -0.867 -1.982
H 2.031 1.196 0.979
N 1.185 -0.226 -0.602
O -1.343 1.405 1.102
S -1.465 -0.847 -0.842
S 1.571 -1.309 -1.825
S 1.117 1.837 1.738

For the electronic energy, the calculation gives -1441.83359 Ha. The calculation puts the maximum force at 2.00 eV Å⁻¹. The SMILES is CS/C(=N\S)C(=O)S. The calculation puts the HOMO-LUMO gap at 8.714 eV. Its energy above the lowest of the compared OMol25 structures with the same formula, charge and spin is 92.58 kJ/mol. Its multiplicity is 1. Its charge is 0.

Which formula does entry 2 have?
C3H5NOS2

What is the charge in the sixth record?
0

maximum force of number 2 (C3H5NOS2)?
7.05 eV Å⁻¹